{"formula": "C5H11NO", "method": "the ωB97M-V functional and the def2-TZVPD basis", "species": ["C", "C", "N", "C", "C", "C", "O", "H", "H", "H", "H", "H", "H", "H", "H", "H", "H", "H"], "coordinates": [[2.53591, -1.55029, 0.26400], [1.01548, -1.27448, 0.33324], [0.42630, -1.01410, -0.96066], [-0.91667, -0.47375, -0.85646], [-0.96716, 1.08816, -0.74162], [-1.59389, 1.44098, 0.59903], [-1.18366, 2.27994, 1.35230], [3.10381, -0.90830, 0.94849], [2.84791, -2.50422, 0.70156], [2.93120, -1.40695, -0.74171], [1.01751, -0.44356, 1.05801], [0.47110, -2.09654, 0.78688], [1.02495, -0.49817, -1.59017], [-1.43689, -0.95701, -0.03132], [-1.44978, -0.75703, -1.76340], [0.06989, 1.41435, -0.65412], [-1.48424, 1.47572, -1.60627], [-2.32910, 0.68765, 0.95640]], "forces_ev_per_a": [[0.35, -0.30, 0.66], [1.51, 0.37, 0.56], [-0.27, -0.39, 0.44], [0.19, 0.49, -1.17], [0.20, -1.10, 1.18], [0.47, -0.56, 0.02], [-0.16, 0.30, -0.13], [-0.31, 0.53, -0.40], [-0.38, -0.38, -0.75], [0.05, -0.28, 0.04], [-0.93, 0.24, -0.25], [-0.01, -0.19, 0.09], [-0.06, 0.15, 0.15], [0.08, -0.05, 0.12], [-0.18, -0.07, 0.00], [-0.11, 0.46, -0.42], [-0.07, 0.48, -0.07], [-0.37, 0.32, -0.08]], "mulliken_charge": [-1.085, -0.146, -0.443, -0.809, -0.315, -0.054, -0.477, 0.297, 0.266, 0.297, 0.172, 0.342, 0.254, 0.387, 0.357, 0.254, 0.379, 0.323], "smiles": "CCNCCC=O", "largest_force_ev_per_a": 1.65, "homo_lumo_gap_ev": 9.877, "e_above_lowest_kj_mol": 190.04}